DFT (wB97M-V/def2-TZVPD) results for 10 unconnected molecules or ions with the total composition H20O10.

Summary:
SMILES   O.O.O.O.O.O.O.O.O.O
Charge   0

Last column: Löwdin charge in e.
Atoms and positions in Å:
1 H -10.76525 1.14287 18.52530  0.10
2 O -10.13736 5.54321 18.98293  -0.08
3 O -11.44539 1.84629 18.43350  -0.04
4 H -11.17477 7.25948 15.16883  -0.03
5 H -12.51997 5.84208 15.68505  0.02
6 O -11.14382 4.44722 13.43477  -0.01
7 O -9.35825 2.55279 16.68896  -0.04
8 H -10.96153 5.09708 18.79564  -0.05
9 H -12.29380 4.29050 20.27879  0.06
10 O -13.60259 2.39289 16.26059  0.00
11 H -12.84831 3.81019 13.61012  -0.02
12 O -12.68222 6.73217 15.33628  -0.03
13 O -12.32320 4.24272 19.32893  -0.04
14 H -12.59386 6.72469 14.39881  0.03
15 H -12.30724 3.36949 18.92621  0.00
16 H -10.12048 2.33854 17.13674  -0.08
17 H -11.46241 4.51981 15.11840  0.01
18 H -9.77559 4.82683 19.52412  0.03
19 H -11.47602 5.11484 12.86231  0.07
20 H -14.12441 2.68206 17.00604  0.09
21 O -13.67570 3.79642 14.05100  -0.03
22 H -13.90456 1.55972 15.96610  0.07
23 H -9.64602 3.34592 16.18546  0.04
24 O -11.62429 4.30096 16.06815  -0.07
25 H -13.60773 3.27468 14.82323  -0.06
26 H -12.18548 3.50991 16.07561  0.01
27 H -10.19612 8.37810 15.25749  0.02
28 H -12.25104 1.47118 18.11352  0.03
29 O -10.22305 7.47508 14.94140  -0.10
30 H -10.20082 4.49586 13.29567  0.09

=====

DFT (wB97M-V/def2-TZVPD) results for C5H12N2 in the gas phase.

Summary:
SMILES   CN/C=C/CCN
Charge   0

Last column: Löwdin charge in e.
Atoms and positions in Å:
1 H 0.58791 0.35038 -3.92523  0.07
2 H -1.26123 0.80576 1.30397  0.13
3 H 1.52752 -0.16693 0.76197  0.08
4 H -0.75055 1.04897 -2.86066  0.06
5 H -0.35732 -0.67424 -2.77570  0.09
6 C -0.23215 0.65020 1.78812  -0.23
7 H -0.86248 -0.66376 3.31404  0.12
8 C 0.74353 0.53240 0.59447  -0.14
9 H -0.89888 -2.56302 1.30148  0.04
10 H -1.05761 -1.26905 0.29098  0.07
11 C 0.53474 0.85619 -0.69266  -0.23
12 N 1.10845 0.48472 -1.90326  -0.09
13 H 0.70309 -1.24553 2.57089  0.12
14 H 1.95144 0.96965 -2.01916  0.09
15 H 0.15235 1.47253 2.36376  0.10
16 C 0.05792 0.34239 -2.98437  -0.08
17 C -0.29864 -0.74025 2.29455  -0.29
18 H -0.43191 1.39489 -0.73048  0.11
19 N -1.21618 -1.58528 1.30728  -0.02

=====

DFT (wB97M-V/def2-TZVPD) results for 2 unconnected molecules or ions with the total composition C30H29FN2O6S.

Summary:
Charge   0

Last column: Löwdin charge in e.
Atoms and positions in Å:
1 H 3.11944 -5.93694 1.59886  0.11
2 C 2.44738 -0.02161 4.53884  0.03
3 H 4.12922 -6.11139 -0.59622  0.10
4 C 1.24701 -0.38732 4.02955  -0.02
5 H 1.02080 2.27232 4.54643  0.09
6 H -0.71126 -0.52073 -0.96173  0.08
7 C 2.10800 -5.60014 1.35230  0.02
8 C 2.81572 4.72810 1.86064  -0.27
9 C -0.50082 -4.73147 0.74786  -0.02
10 C -0.19839 -2.43189 3.55179  -0.06
11 H -2.18417 -1.29318 5.96547  0.10
12 H 2.72268 5.98889 0.10628  0.12
13 F 4.05418 3.19012 -0.11927  -0.03
14 N -1.25376 -2.09836 4.32948  -0.03
15 H 0.03834 -2.12678 -0.96956  0.06
16 C 3.01809 3.36182 7.08650  -0.08
17 C 1.44994 -0.52165 -0.85865  -0.24
18 O 2.11035 -6.67208 -0.84947  -0.08
19 C 2.79719 1.26429 -0.45517  -0.55
20 H -2.46218 -4.63568 2.69671  0.14
21 H 4.30214 7.67346 1.02492  0.10
22 C 3.14309 5.85902 1.10249  -0.05
23 H 4.73619 2.29741 7.86083  0.10
24 H 3.20872 3.58821 3.63408  0.09
25 S 1.77674 3.42039 1.16652  0.71
26 H 3.66202 -7.66166 0.18554  0.09
27 O 1.18417 2.63708 2.23110  -0.37
28 H 1.57837 -0.37425 -1.94061  0.13
29 O 3.56716 0.80003 -1.28273  0.03
30 H 4.71583 5.30745 4.62040  0.10
31 C 3.75774 1.20048 6.28580  -0.03
32 C 4.27867 5.47283 3.63430  -0.08
33 N -0.59108 -3.53013 2.83247  0.08
34 C -1.92418 -3.82064 3.14131  0.02
35 H -0.03435 -1.21557 0.54703  0.06
36 C 4.03397 6.80093 1.62292  -0.08
37 H 5.27975 7.35087 3.29477  0.10
38 O 0.95499 4.03845 0.15039  -0.34
39 C 3.41399 4.51627 3.10179  -0.06
40 O 2.07675 -2.28789 2.91671  0.08
41 H 2.26745 -1.16624 -0.50393  0.12
42 H 3.14030 4.21079 7.75816  0.11
43 C 1.40952 -4.79407 2.24601  0.00
44 H -1.52135 -4.40141 0.54159  0.12
45 H 0.37850 0.26682 3.97063  0.11
46 H 3.75860 -7.55002 -1.60357  0.09
47 H 1.28832 4.19604 6.08395  0.11
48 C 0.10422 -1.12115 -0.53660  -0.08
49 C 4.58771 6.61375 2.89106  -0.09
50 C -2.32265 -2.94561 4.07561  0.01
51 H -0.44656 -0.90258 5.87178  0.11
52 C 2.66907 1.14494 5.37728  -0.20
53 C 3.50848 -7.01358 -0.68866  -0.05
54 C 1.49480 -5.94995 0.12283  -0.25
55 H 4.46245 0.36542 6.30474  0.11
56 H 1.85772 -4.55051 3.20626  0.12
57 C 1.09319 -1.73492 3.45881  -0.27
58 H 3.30379 -0.68410 4.37743  0.14
59 C 1.97197 3.34956 6.15942  -0.07
60 H -0.31384 -5.86419 -1.07515  0.13
61 C -1.36595 -1.02337 5.29092  0.01
62 C 3.91567 2.28489 7.14164  -0.08
63 C 3.08645 2.41944 0.39425  -0.32
64 C 0.14513 -4.31352 1.91798  -0.21
65 O 1.56954 0.75068 -0.19167  -0.05
66 H -1.64087 -0.07953 4.80035  0.12
67 C 0.16492 -5.54232 -0.15235  0.02
68 H -3.26233 -2.85207 4.58935  0.14
69 C 1.79922 2.25686 5.30949  -0.04

=====

DFT (wB97M-V/def2-TZVPD) results for 12 unconnected molecules or ions with the total composition C31H86O19.

Summary:
SMILES   COCCOC.COCCOC.COCCOC.COCCOC.COCCOC.COCCOC.COCCOC.CO.CO.CO.O.O
Charge   0

Last column: Löwdin charge in e.
Atoms and positions in Å:
1 H -4.99800 8.60604 -0.56687  0.09
2 H -6.67642 7.93183 -0.45694  0.09
3 O 7.18814 -2.80448 -3.23679  -0.19
4 C 2.73330 -2.78021 0.56965  -0.14
5 H 1.02250 -0.45867 0.23809  0.09
6 H -5.68052 3.62755 1.20006  0.13
7 C -3.73220 -4.81804 -4.45491  -0.23
8 O -3.41675 -2.86635 4.18615  -0.19
9 H -5.62554 6.00203 1.71626  0.13
10 O -2.71873 -3.87269 -4.71870  -0.18
11 H -1.90040 0.74461 3.70987  0.06
12 C -2.62678 0.83562 4.52038  -0.15
13 C 2.04995 0.98388 6.09975  -0.11
14 H -0.52053 1.22198 -4.64242  0.03
15 H 4.69986 -2.32385 -3.16528  0.12
16 C -3.04028 -2.56402 -4.27896  -0.09
17 H -3.86220 -2.25985 -4.93330  0.10
18 H -3.30837 -2.42126 -3.22733  0.08
19 O 2.42882 -1.48063 -4.59554  -0.05
20 C -3.14812 3.23308 1.10178  -0.16
21 H -0.80043 -1.32993 3.11791  0.07
22 O 3.24800 3.09308 -3.38928  -0.20
23 C -0.62343 4.67194 -2.98584  -0.10
24 H -1.11226 4.36553 -2.05367  0.09
25 C 6.29992 0.91078 8.12428  -0.12
26 O 4.54873 -1.13729 -1.43541  -0.19
27 H -1.35679 4.41859 -3.75065  0.09
28 C 4.65297 2.25129 7.11364  -0.22
29 O -1.09687 1.77005 -4.10265  -0.05
30 O -2.12469 1.67580 5.55947  -0.12
31 H 3.36111 3.18772 -1.38249  0.13
32 H -2.75295 -0.14063 4.98546  0.07
33 H 2.40577 0.62562 7.07202  0.09
34 H -4.71316 -1.28197 4.32364  0.08
35 H 7.07122 1.65384 8.33980  0.08
36 O -3.97926 -0.53790 -1.34243  -0.13
37 H -0.72479 -2.04713 -2.46887  0.08
38 C 6.55554 -2.39405 -2.05295  -0.20
39 H 4.68368 2.51998 5.05504  0.13
40 H -3.59927 -5.25457 -3.45596  0.12
41 H 2.05424 2.14893 -2.04164  0.10
42 C -4.48918 -2.10999 3.64732  -0.11
43 C 1.50460 4.18663 -2.04590  -0.16
44 H -5.70963 8.30265 0.98902  0.09
45 H -2.09675 3.34001 1.39860  0.09
46 H -4.24433 -1.66970 2.67929  0.07
47 H -3.45422 2.49055 1.84938  0.08
48 C -2.07011 -3.53440 -0.27074  -0.08
49 H 0.62940 1.12331 0.98416  0.13
50 H 2.77576 -4.34341 1.76600  0.07
51 C -2.24650 -3.54593 2.11749  -0.20
52 H -1.05171 -3.88695 -0.45546  0.09
53 O 5.50617 1.10143 6.95988  -0.17
54 C -5.12227 4.35478 0.60802  -0.17
55 H -4.58289 -6.49756 -5.49687  0.12
56 C 3.83209 0.04831 -1.68048  -0.12
57 H 6.22190 -3.27472 -1.49845  0.13
58 O -1.14488 -0.42577 -1.36753  -0.22
59 H 0.03173 1.28807 -1.39143  0.10
60 O 2.20349 -3.58677 1.62956  -0.13
61 H -3.06524 -0.38359 -1.61091  0.04
62 C -5.66854 7.92838 -0.03863  -0.11
63 H -4.34876 0.88370 0.13697  0.05
64 H -1.39587 1.40304 -0.42175  0.11
65 H -5.03276 -0.64365 0.48851  0.08
66 H 2.29166 -0.55338 -4.81839  0.03
67 C 5.29008 -1.65842 -2.53034  -0.19
68 C -0.02052 -0.89356 2.49451  -0.10
69 H -0.41469 5.74322 -3.03781  0.10
70 H 3.19825 -0.09094 -2.56214  0.07
71 H 0.69484 -1.39794 -1.71467  0.07
72 H -2.38654 -7.71664 -4.35759  0.09
73 H -2.17724 -2.45303 2.13263  0.09
74 H -1.88535 2.51785 5.16211  0.07
75 H -2.56646 -4.66597 3.93933  0.12
76 H 5.57129 -0.83158 -3.18966  0.13
77 H -2.14453 -2.44850 -0.30951  0.06
78 H 0.04764 -0.48383 -3.07694  0.07
79 C -1.82560 -6.97001 -4.92760  -0.12
80 H -4.04222 -4.46703 3.02953  0.12
81 O -5.00473 6.67572 -0.12965  -0.16
82 O 3.20257 1.29402 5.35208  -0.18
83 C -3.11959 -3.96041 3.31964  -0.17
84 H 5.62395 0.85363 8.98299  0.08
85 H 3.26005 0.39742 -0.82242  0.08
86 H 4.51447 3.98088 -4.63224  0.09
87 H 3.45618 5.15346 -3.87203  0.09
88 H 3.28098 3.34357 5.91497  0.13
89 C 0.21775 0.23741 0.48349  -0.19
90 C -4.16298 -0.18926 0.01621  -0.15
91 C 3.89470 2.44655 5.80449  -0.21
92 H -3.11046 2.86288 0.07271  0.07
93 H -2.68318 -3.96059 -1.06625  0.08
94 H -3.59001 1.19979 4.15574  0.07
95 H -0.89331 -7.39101 -5.30531  0.09
96 H 8.93237 -3.83371 -3.87697  0.08
97 C -0.60542 0.71086 -0.70948  -0.16
98 H 0.85775 4.07155 -1.17170  0.12
99 H 9.18659 -2.33673 -2.99362  0.09
100 C -5.69721 5.74266 0.65182  -0.25
101 H 1.94152 -1.96616 -5.27010  0.05
102 H 1.53118 0.14846 5.62934  0.08
103 H -6.76118 5.64738 0.40143  0.13
104 H -3.21215 -0.42647 0.50127  0.06
105 C -0.22610 -1.11093 -2.22952  -0.06
106 H 7.16359 -1.64694 -1.53727  0.13
107 H -5.44603 -2.63978 3.65183  0.09
108 H -0.50056 2.41125 -3.68513  0.00
109 O -0.71650 -0.39766 1.34808  -0.18
110 O -2.64040 -4.14165 0.89286  -0.18
111 H 8.64617 -3.79338 -2.15788  0.08
112 H 4.44356 0.91484 -1.96298  0.08
113 C 2.58306 3.09559 -2.14706  -0.21
114 H 3.68321 -3.16166 0.20168  0.07
115 C -3.72769 -5.81618 -5.60365  -0.22
116 H 0.41249 -0.08141 3.08847  0.09
117 H 3.93564 2.20064 7.93859  0.12
118 H -4.02985 -5.24129 -6.48474  0.13
119 H 5.20117 3.18138 7.28803  0.12
120 H -2.18379 -1.90634 -4.42603  0.08
121 O -3.79123 4.46530 1.18312  -0.18
122 H -4.96751 3.98815 -0.41096  0.13
123 O -2.56822 -6.49481 -6.03108  -0.16
124 H -4.73991 -4.40515 -4.33144  0.13
125 C 8.53570 -3.21137 -3.07779  -0.11
126 H 4.84818 4.28365 -2.95934  0.09
127 H 0.77064 -1.64597 2.43826  0.08
128 H 2.89686 -1.75328 0.89930  0.07
129 O 0.59523 3.97132 -3.13988  -0.23
130 H 1.88639 5.20467 -2.14640  0.12
131 C 4.03812 4.25233 -3.69014  -0.08
132 H -1.18020 -3.79498 2.19362  0.12
133 H 1.94696 -2.80283 -0.18750  0.07
134 H -1.48721 -6.19390 -4.23448  0.08
135 H 1.27484 1.73768 6.27049  0.09
136 H 6.80633 -0.05408 8.10871  0.08

=====

| no. | highest occupied orbital energy (eV) | frontier orbital gap (eV) | largest force on an atom (Eh/bohr) |
| --- | --- | --- | --- |
| 1 | -10.0 | 9.48 | 0.0722 |
| 2 | -8.2 | 9.30 | 0.0800 |
| 3 | -5.1 | 2.98 | 0.0780 |
| 4 | -9.3 | 9.56 | 0.0407 |